Computed, not measured: 5 unconnected molecules or ions with the total composition C40H65F17I2N3O4 at a distorted geometry, with the ωB97M-V functional and the def2-TZVPD basis.

```
131
Properties=species:S:1:pos:R:3:forces:R:3
C -4.26343 5.44346 -3.91844 0.65 1.72 -1.60
C -3.69405 6.74858 -3.04148 0.90 -0.59 0.56
C -4.76000 8.00009 -2.87831 0.20 -1.70 1.76
C -2.31777 6.69644 -2.47851 -1.58 -0.25 -0.66
C -1.90702 6.54902 -0.89850 0.74 2.50 -0.53
C -3.06175 7.01343 0.16848 0.50 0.04 1.37
C -3.81069 5.72652 0.93085 0.61 1.27 -1.14
C -4.08468 4.59769 -0.22656 -1.49 -0.45 1.52
C -2.79174 5.26200 2.12801 -0.30 1.01 -0.27
C -2.81977 3.66325 2.48776 -0.29 1.24 1.82
N -1.47516 3.08897 2.09842 4.08 -1.20 0.08
C -0.23696 3.50516 2.88035 -0.16 -3.46 -4.37
N 0.94203 2.79982 2.24697 -5.41 0.89 -0.43
C 2.31669 3.01333 2.84109 1.23 -1.06 0.21
C 3.06846 4.39339 2.37148 -1.28 2.66 3.78
N 2.95235 5.48490 3.24136 0.07 -5.34 -3.64
C 0.46919 1.96245 1.07440 -3.02 1.61 1.25
C 1.57365 1.12517 0.20935 1.32 1.05 2.22
I 1.02043 0.65290 -1.84889 0.15 0.37 0.79
C 2.08319 -0.19660 1.09930 -1.65 -0.14 -0.23
C 1.56081 -1.62758 0.49363 0.54 0.23 1.13
I 4.30035 -0.31064 1.11787 -1.25 0.30 0.16
C -1.15539 2.12310 0.97844 5.20 1.08 1.78
C -2.12839 1.41862 -0.12906 -1.53 1.03 0.80
C -2.34822 -0.19365 0.03691 -0.02 -0.09 -0.60
C -2.46301 -0.73917 1.57495 0.54 1.52 1.21
F -1.13577 -0.80937 2.26348 -3.73 0.13 -2.04
F -3.27406 0.23794 2.39412 2.37 -2.76 -2.31
C -3.20153 -2.19150 1.75469 -2.06 1.08 2.32
F -4.68357 -1.91415 1.65473 4.71 -1.06 0.15
F -2.97139 -2.62597 3.15383 -0.58 0.89 -4.65
C -2.84798 -3.30695 0.60972 -0.62 0.05 -2.84
F -1.45577 -3.23104 0.07514 -4.31 -0.23 2.07
F -3.73448 -2.97822 -0.57003 2.91 -0.78 3.72
C -3.25174 -4.86061 1.01666 -3.13 -0.01 -0.46
F -4.46440 -4.83253 1.91805 4.10 0.23 -3.08
F -3.72629 -5.49973 -0.24452 2.04 1.63 4.30
C -2.08663 -5.68399 1.81341 -0.44 -1.29 3.64
F -2.79181 -6.41438 2.93438 2.41 2.28 -3.78
F -1.09490 -4.79762 2.53123 -3.32 -2.75 -2.95
C -1.32700 -6.85488 0.94972 0.70 -2.80 1.57
F -0.43565 -7.56557 1.94331 -2.69 2.42 -3.29
F -2.25898 -7.93967 0.46116 3.11 4.27 1.48
C -0.33162 -6.32129 -0.23513 1.59 1.43 -2.32
F -1.04439 -5.72756 -1.41683 1.91 -1.94 4.23
F 0.65289 -5.27270 0.22233 -3.58 -3.45 -1.10
C 0.63016 -7.52316 -0.89058 2.13 -0.22 -2.37
F 1.74649 -7.92458 0.01100 -4.41 1.05 -3.18
F -0.14572 -8.65289 -1.45096 2.92 3.87 2.50
F 1.29678 -6.85908 -2.07322 -2.21 -2.38 4.04
H -3.75518 4.43282 -3.60375 -1.07 2.21 -0.59
H -5.45393 5.37836 -3.88324 2.68 0.24 0.25
H -4.01253 5.70133 -5.05474 -0.55 -0.98 2.14
H -5.32832 7.81503 -1.84489 0.98 0.86 -2.09
H -5.58667 7.95539 -3.70598 1.87 0.13 1.42
H -4.13493 8.98984 -2.85836 -1.53 -1.95 -0.07
H -1.41925 6.72779 -3.25920 -1.87 -1.66 1.74
H -0.97909 7.27856 -0.71987 -1.81 -1.63 -0.31
H -1.46879 5.45899 -0.68682 -1.22 2.25 -0.64
H -3.83607 7.79796 -0.25404 1.65 -1.89 0.61
H -2.49000 7.58378 1.04755 -1.27 -1.03 -1.88
H -4.81683 6.19526 1.37065 2.09 -1.52 -0.93
H -3.13131 4.04514 -0.62064 -1.77 1.49 0.57
H -4.76701 3.75764 0.27618 1.31 1.61 -1.19
H -4.74733 5.09650 -1.05191 1.60 -1.09 1.35
H -3.03734 5.92384 3.09054 0.44 -1.64 -2.02
H -1.70375 5.61887 1.79403 -2.23 -1.17 0.73
H -2.87948 3.59252 3.67742 0.17 -0.10 -2.65
H -3.74819 3.07544 2.08600 2.23 1.04 0.41
H -0.15999 4.23925 3.78954 -0.41 -1.71 -2.12
H 2.95727 2.05779 2.56168 -1.23 2.01 0.47
H 2.17997 2.96616 4.02319 0.35 0.38 -2.63
H 3.69346 4.40590 1.37994 -1.32 0.20 2.14
H 2.33937 5.15339 4.04552 0.95 0.47 -1.09
H 2.54374 1.81894 0.14522 -2.37 -1.33 -0.08
H 1.66173 0.00723 2.19741 1.18 -0.74 -2.35
H 2.21537 -1.92695 -0.43370 -1.55 0.68 1.74
H 1.75581 -2.43886 1.34702 -0.66 1.72 -1.95
H 0.42266 -1.50425 0.25021 2.26 -0.57 0.43
H -1.82731 1.66138 -1.25801 -0.23 -0.55 2.76
H -3.20470 1.91807 0.00244 2.43 -1.02 -0.12
H -1.48179 -0.72503 -0.58738 -1.89 0.85 1.78
H -3.37867 -0.44609 -0.51122 2.27 0.46 1.35
C 1.54835 8.81468 -4.53116 -0.28 0.21 -0.03
C 1.97418 8.13418 -3.23997 0.40 -0.05 -0.59
C 3.48852 8.08266 -3.11395 0.18 0.04 0.30
O 1.45254 6.80819 -3.21072 -0.19 -0.35 0.10
H 1.92199 8.26780 -5.40409 0.12 0.05 0.12
H 0.45634 8.83350 -4.61414 0.15 0.05 0.08
H 1.92099 9.84263 -4.57708 -0.05 -0.12 -0.05
H 1.55171 8.67148 -2.38395 -0.06 -0.26 -0.06
H 3.93099 7.50981 -3.93674 -0.10 0.14 -0.04
H 3.78052 7.57930 -2.18612 -0.07 0.13 -0.08
H 3.91936 9.08865 -3.11744 0.00 -0.14 -0.02
H 1.82233 6.32355 -3.96729 -0.14 0.27 0.30
C 1.14869 -2.49131 -4.83382 -0.04 -0.17 0.27
C 0.08622 -1.60753 -5.46759 0.58 -0.26 -0.38
C 0.11080 -1.71216 -6.98423 -0.29 0.05 -0.20
O 0.30840 -0.25300 -5.08406 0.07 0.48 0.38
H 2.15180 -2.19163 -5.15736 -0.11 -0.04 -0.12
H 1.12742 -2.39641 -3.74283 -0.07 -0.06 -0.10
H 0.99617 -3.54253 -5.09711 0.07 0.12 0.05
H -0.90268 -1.89568 -5.09478 0.11 0.25 0.03
H 1.07720 -1.38486 -7.38404 0.00 -0.13 0.12
H -0.65072 -1.06147 -7.42720 0.06 -0.15 0.10
H -0.07278 -2.74001 -7.31202 0.05 0.13 0.01
H 1.18429 0.01157 -5.41094 -0.37 -0.15 0.03
C 4.28386 -3.16685 5.15387 -0.21 -0.18 -0.22
C 5.63344 -2.55935 4.80580 -0.20 0.02 0.68
C 6.62254 -2.71400 5.95014 0.35 -0.07 -0.04
O 5.46613 -1.17523 4.51008 -0.09 0.36 -0.14
H 3.84307 -2.66936 6.02502 0.16 -0.07 0.03
H 3.57854 -3.03723 4.32594 0.13 -0.07 0.04
H 4.37627 -4.23539 5.37137 -0.06 0.13 0.01
H 6.03290 -3.04063 3.90650 -0.06 0.27 0.02
H 6.26462 -2.20044 6.84962 -0.10 -0.12 -0.07
H 7.58540 -2.26133 5.69033 -0.14 -0.13 -0.02
H 6.78504 -3.76895 6.19159 -0.01 0.13 0.02
H 5.11180 -0.73971 5.30305 0.21 -0.26 -0.29
C 1.55167 -11.16800 2.36354 -0.12 -0.04 0.37
C 1.62727 -12.27890 1.32828 0.15 0.62 -0.24
C 2.85565 -12.13036 0.44468 0.21 -0.28 -0.12
O 0.45575 -12.24906 0.51719 -0.23 -0.02 -0.11
H 1.47992 -10.18682 1.88101 0.13 -0.07 -0.06
H 0.65623 -11.28075 2.98419 0.16 -0.06 -0.06
H 2.43179 -11.17398 3.01392 -0.09 0.05 -0.05
H 1.65203 -13.25102 1.83257 -0.20 0.09 -0.18
H 2.83015 -11.18320 -0.10591 -0.02 0.03 0.16
H 2.89038 -12.92948 -0.30347 0.00 0.07 0.17
H 3.77488 -12.16513 1.03750 -0.07 0.03 -0.10
H 0.42542 -11.38939 0.06544 0.06 -0.38 0.21
```
Forces are in eV/Å.

Values from the calculation:
- charge = +1
- E_LUMO (eV) = -3.53
- spin multiplicity = 1